one) A cluster of 2 separate species, C3H10NO2 in total. Source: OMol25; level of theory: ωB97M-V/def2-TZVPD.

M (g mol⁻¹): 92.1
Orbital gap (eV): 6.8
HOMO energy (eV): -2.6

Structure (ORCA input):
```
! RIJCOSX wB97M-V def2-TZVPD def2/J DEFGRID3
* xyz -1 1
C 0.501 -1.629 -0.238
N 0.486 -0.135 -0.180
C -0.771 0.359 0.401
C -1.703 0.899 -0.733
O -1.666 0.092 -1.854
H 1.186 -1.882 -1.042
H -0.520 -1.958 -0.415
H 0.877 -2.112 0.678
H 0.383 0.027 -1.190
H -0.555 1.177 1.105
H -1.233 -0.476 0.938
H -1.341 1.910 -1.024
H -2.731 0.912 -0.322
H 2.559 1.671 1.503
H 1.916 0.411 0.876
O 2.611 0.733 1.496
*
```


two) A cluster of 2 separate species, C3H10NO2 in total. Source: OMol25; level of theory: ωB97M-V/def2-TZVPD.

M (g mol⁻¹): 92.1
Orbital gap (eV): 7.2
HOMO energy (eV): -2.8

Structure (ORCA input):
```
! RIJCOSX wB97M-V def2-TZVPD def2/J DEFGRID3
* xyz -1 1
C -0.708 0.752 -0.230
O -1.233 -0.351 -0.693
C 0.525 0.252 0.802
C 1.652 1.234 0.932
N -0.068 0.254 2.093
H -1.457 1.422 0.223
H -0.431 1.361 -1.104
H 0.904 -0.668 0.303
H 2.655 1.019 0.583
H 1.426 2.129 0.535
H 1.829 1.517 1.987
H -1.100 0.106 2.058
H 0.217 -0.476 2.757
H -0.254 -1.333 -1.774
H -1.124 -1.891 -2.900
O -0.143 -1.948 -2.601
*
```


Which of them is least stable? Easy: two).


one) A structure of composition C20H12BCo2F3O7. Source: OMol25; level of theory: ωB97M-V/def2-TZVPD.

M (g mol⁻¹): 550.0
Orbital gap (eV): 3.1
HOMO energy (eV): -5.8

Structure (ORCA input):
```
! RIJCOSX wB97M-V def2-TZVPD def2/J DEFGRID3
* xyz 0 1
C 0.666 -3.429 -0.735
C 0.310 -2.095 -0.264
C 0.967 -0.877 -0.506
C 0.266 0.098 0.198
C -0.576 -0.599 1.224
B 2.475 1.214 4.762
F 3.814 1.203 4.626
F 1.801 2.377 4.845
F 1.800 0.055 4.809
O -0.729 -1.946 0.596
H 1.558 -3.337 -1.355
H 0.893 -4.100 0.100
H -0.126 -3.887 -1.332
H 1.856 -0.757 -1.131
H 0.385 1.168 0.112
O -4.095 5.064 0.621
C -3.639 4.163 1.179
Co -2.825 2.920 2.107
C -2.314 1.349 1.023
O -2.486 1.412 -0.170
C -1.399 3.788 1.509
O -0.562 4.333 0.929
C -2.291 0.852 4.091
C -2.686 2.268 4.216
C -1.853 3.241 4.810
C -2.242 4.570 4.863
C -3.555 4.929 4.511
C -4.426 4.010 3.977
C -3.999 2.662 3.773
C -1.977 -0.058 3.177
C -1.864 -0.069 1.700
Co -2.118 -0.770 4.893
C -0.789 -0.939 6.054
O -0.078 -1.157 6.942
C -2.871 -2.377 5.007
O -3.293 -3.417 5.297
C -3.020 -0.279 6.301
O -3.582 -0.034 7.282
H -0.902 2.894 5.230
H -1.548 5.318 5.245
H -3.882 5.957 4.689
H -5.452 4.284 3.694
H -4.724 1.873 3.563
H 0.091 -0.770 2.097
H -2.719 -0.670 1.355
*
```


two) A structure of composition C20H12BCo2F3O7. Source: OMol25; level of theory: ωB97M-V/def2-TZVPD.

M (g mol⁻¹): 550.0
Orbital gap (eV): 6.2
HOMO energy (eV): -7.9

Structure (ORCA input):
```
! RIJCOSX wB97M-V def2-TZVPD def2/J DEFGRID3
* xyz 0 1
C 5.092 -0.340 -2.530
C 3.866 0.028 -1.810
C 3.495 1.391 -1.703
C 2.147 1.394 -1.328
C 1.726 0.002 -1.095
B 0.374 -1.031 -2.113
F -0.791 -0.297 -2.068
F 1.111 -1.001 -3.281
F 0.363 -2.278 -1.568
O 2.894 -0.827 -1.306
H 5.808 0.467 -2.272
H 5.501 -1.319 -2.288
H 4.935 -0.254 -3.616
H 4.124 2.288 -1.936
H 1.575 2.316 -1.083
O -3.462 -1.254 1.689
C -2.837 -0.247 1.664
Co -1.960 1.295 1.475
C -3.494 2.250 1.322
O -4.492 2.723 1.686
C -1.602 1.638 3.212
O -1.602 1.891 4.336
C -0.968 1.907 0.058
C -0.448 0.750 0.520
C 0.675 -0.093 0.520
C 0.370 -1.336 1.277
C 1.150 -1.756 2.374
C 0.679 -2.772 3.223
C -0.468 -3.490 2.863
C -1.162 -3.179 1.689
C -0.781 -2.056 0.964
Co -2.665 2.159 -0.830
C -1.783 2.653 -2.296
O -1.157 2.940 -3.229
C -4.149 2.948 -1.340
O -5.186 3.360 -1.684
C -3.272 0.433 -0.999
O -3.796 -0.587 -1.231
H -0.352 2.823 0.038
H 1.591 0.405 0.882
H 2.026 -1.161 2.649
H 1.187 -3.009 4.183
H -0.794 -4.355 3.433
H -2.076 -3.711 1.419
H -1.392 -1.712 0.130
*
```


Which of them is least stable? Easy: one).


one) The ion CH4N3 with charge +1. Source: OMol25; level of theory: ωB97M-V/def2-TZVPD.

M (g mol⁻¹): 58.1
Orbital gap (eV): 10.8
SMILES: N=C=N[NH3+]
HOMO energy (eV): -15.4

Structure (ORCA input):
```
! RIJCOSX wB97M-V def2-TZVPD def2/J DEFGRID3
* xyz 1 1
N 2.665 0.084 0.002
C 1.522 -0.392 0.048
N 0.287 -0.904 0.120
N -0.935 -0.219 0.027
H 3.438 0.079 -0.488
H -1.189 -0.551 -0.953
H -0.891 0.754 0.363
H -1.452 -0.569 0.834
*
```


two) A cluster of 2 separate species, CH4N3 in total. Source: OMol25; level of theory: ωB97M-V/def2-TZVPD.

M (g mol⁻¹): 58.1
Orbital gap (alpha / beta) (eV): 6.2 / 9.2
HOMO energy (alpha / beta) (eV): -12.5 / -14.2

Structure (ORCA input):
```
! RIJCOSX wB97M-V def2-TZVPD def2/J DEFGRID3
* xyz 1 1
C 0.157 0.136 0.280
N -2.817 -0.006 0.148
N -2.265 -0.288 -0.794
N 0.992 -0.745 -0.003
H 0.235 0.933 1.005
H -3.827 0.148 0.499
H 1.965 -0.631 0.450
H 1.012 -1.669 -0.527
*
```


three) The ion CH4N3 with charge +1. Source: OMol25; level of theory: ωB97M-V/def2-TZVPD.

M (g mol⁻¹): 58.1
Orbital gap (eV): 10.9
SMILES: N=C=N[NH3+]
HOMO energy (eV): -15.8

Structure (ORCA input):
```
! RIJCOSX wB97M-V def2-TZVPD def2/J DEFGRID3
* xyz 1 1
N 1.773 -1.123 -0.716
C 0.723 -0.483 -0.692
N -0.448 0.086 -0.668
N -1.077 0.499 0.561
H 2.657 -0.892 -0.935
H -1.196 1.476 0.410
H -0.320 0.326 1.270
H -2.110 0.110 0.771
*
```


Which of them is least stable? Easy: two).


one) An isolated molecule of H5NOSi. Source: OMol25; level of theory: ωB97M-V/def2-TZVPD.

M (g mol⁻¹): 63.1
Orbital gap (eV): 10.0
SMILES: N[SiH2]O
HOMO energy (eV): -9.5

Structure (ORCA input):
```
! RIJCOSX wB97M-V def2-TZVPD def2/J DEFGRID3
* xyz 0 1
N 0.386 0.638 1.090
Si -0.118 -0.767 0.262
O -0.126 0.416 -1.604
H 1.007 1.188 0.612
H -0.206 1.346 1.539
H 1.148 -1.432 0.022
H -1.336 -1.562 0.353
H -0.755 0.173 -2.274
*
```


two) An isolated molecule of H5NOSi. Source: OMol25; level of theory: ωB97M-V/def2-TZVPD.

M (g mol⁻¹): 63.1
Orbital gap (eV): 10.7
SMILES: NO[SiH3]
HOMO energy (eV): -9.8

Structure (ORCA input):
```
! RIJCOSX wB97M-V def2-TZVPD def2/J DEFGRID3
* xyz 0 1
N 0.445 1.404 0.624
O -0.594 0.768 -0.143
Si -0.495 -0.847 -0.455
H 0.816 0.773 1.309
H 1.151 1.580 0.037
H -0.445 -1.438 0.847
H -1.723 -0.785 -1.279
H 0.846 -1.456 -0.940
*
```


Which of them is least stable? Easy: two).


one) A cluster of 2 separate species, C3H9NO2S in total. Source: OMol25; level of theory: ωB97M-V/def2-TZVPD.

M (g mol⁻¹): 123.2
Orbital gap (alpha / beta) (eV): 9.4 / 4.4
HOMO energy (alpha / beta) (eV): -13.7 / -13.5

Structure (ORCA input):
```
! RIJCOSX wB97M-V def2-TZVPD def2/J DEFGRID3
* xyz 1 2
C -0.482 -0.427 0.752
C -0.927 0.435 1.902
S -2.826 -0.010 2.189
C 0.776 0.054 -0.014
N 1.543 -1.039 -0.539
O 1.242 1.131 -0.050
H -0.411 -1.529 1.123
H -1.248 -0.185 -0.102
H -0.499 0.182 2.851
H -0.970 1.541 1.901
H -3.194 0.074 0.920
H 1.125 -1.945 -0.660
H 2.108 -0.889 -1.320
H 1.972 1.197 -2.873
H 0.637 0.736 -3.402
O 1.154 0.675 -2.679
*
```


two) A cluster of 2 separate species, C3H9NO2S in total. Source: OMol25; level of theory: ωB97M-V/def2-TZVPD.

M (g mol⁻¹): 123.2
Orbital gap (alpha / beta) (eV): 8.4 / 4.3
HOMO energy (alpha / beta) (eV): -13.2 / -13.2

Structure (ORCA input):
```
! RIJCOSX wB97M-V def2-TZVPD def2/J DEFGRID3
* xyz 1 2
O 1.250 -1.211 -1.294
C 0.232 -0.865 -0.809
C -0.009 0.714 -0.994
C -0.858 0.727 -2.437
S -1.385 2.485 -2.621
N -0.766 1.233 0.108
H -0.721 -1.395 -0.601
H 0.931 1.178 -1.207
H -1.634 -0.008 -2.247
H -0.115 0.470 -3.200
H -2.180 3.404 -1.963
H -0.450 2.172 0.340
H -1.776 1.392 -0.009
H 2.876 -2.736 5.792
H 1.840 -3.901 5.599
O 2.766 -3.658 5.544
*
```


Which of them is least stable? Easy: two).


one) A structure of composition C30H19F6MnN7O6S3Se. Source: OMol25; level of theory: ωB97M-V/def2-TZVPD.

M (g mol⁻¹): 917.6
Orbital gap (alpha / beta) (eV): 7.1 / 4.8
HOMO energy (alpha / beta) (eV): -14.0 / -14.0

Structure (ORCA input):
```
! RIJCOSX wB97M-V def2-TZVPD def2/J DEFGRID3
* xyz 2 4
Mn 0.482 0.802 0.209
Se 4.011 -6.045 0.752
N 4.084 -4.621 1.754
C 3.402 -3.641 1.193
C 3.218 -2.330 1.749
C 3.736 -1.940 2.991
C 3.497 -0.659 3.431
C 2.742 0.213 2.635
N 2.230 -0.149 1.478
C 2.451 -1.393 1.022
C 1.865 -1.734 -0.251
N 1.133 -0.783 -0.886
C 0.624 -1.085 -2.089
C 0.776 -2.323 -2.699
C 1.470 -3.320 -2.044
C 2.041 -3.025 -0.804
C 2.804 -3.988 -0.062
N 3.019 -5.234 -0.443
H 4.305 -2.654 3.570
H 3.877 -0.311 4.379
H 2.571 1.228 2.964
H 0.064 -0.310 -2.595
H 0.347 -2.485 -3.675
H 1.598 -4.308 -2.459
F -0.780 4.063 4.580
C -1.346 3.463 3.550
F -1.682 4.374 2.642
F -2.430 2.831 3.949
S -0.066 2.325 2.771
O -0.414 2.203 1.347
O -0.036 1.109 3.498
N 1.236 3.189 2.920
S 2.154 3.459 1.683
O 3.455 3.879 2.029
O 2.090 2.376 0.693
C 1.329 4.892 0.756
F 2.203 5.514 -0.021
F 0.769 5.750 1.585
F 0.372 4.400 -0.051
C -3.779 -5.433 -1.278
C -3.325 -4.149 -0.679
C -4.239 -3.117 -0.443
C -3.833 -1.906 0.089
C -2.492 -1.729 0.395
C -1.572 -2.750 0.205
C -1.989 -3.955 -0.325
S -1.838 -0.179 0.953
O -0.490 -0.467 1.471
O -2.744 0.646 1.662
N -1.248 0.573 -0.433
C -1.687 1.596 -1.205
C -2.990 1.986 -1.508
C -3.197 3.026 -2.418
C -2.156 3.679 -3.041
C -0.819 3.331 -2.749
C 0.318 3.936 -3.322
C 1.568 3.489 -2.958
C 1.697 2.468 -2.010
N 0.646 1.896 -1.441
C -0.596 2.296 -1.814
H -4.375 -5.253 -2.171
H -4.413 -5.968 -0.573
H -2.941 -6.074 -1.536
H -5.279 -3.270 -0.686
H -4.538 -1.110 0.280
H -0.549 -2.587 0.506
H -1.279 -4.758 -0.461
H -3.829 1.502 -1.033
H -4.209 3.318 -2.649
H -2.344 4.462 -3.757
H 0.192 4.730 -4.043
H 2.457 3.924 -3.388
H 2.673 2.117 -1.692
*
```


two) A structure of composition C30H19F6MnN7O6S3Se. Source: OMol25; level of theory: ωB97M-V/def2-TZVPD.

M (g mol⁻¹): 917.6
Orbital gap (alpha / beta) (eV): 7.6 / 5.4
HOMO energy (alpha / beta) (eV): -14.3 / -14.3

Structure (ORCA input):
```
! RIJCOSX wB97M-V def2-TZVPD def2/J DEFGRID3
* xyz 2 4
Mn -0.813 0.167 -0.429
Se -1.243 -7.258 -0.199
N -0.308 -6.076 0.689
C -0.719 -4.877 0.355
C -0.214 -3.649 0.923
C 0.720 -3.596 1.962
C 1.070 -2.363 2.474
C 0.527 -1.209 1.925
N -0.332 -1.236 0.907
C -0.721 -2.442 0.427
C -1.735 -2.419 -0.602
N -2.140 -1.192 -1.003
C -3.131 -1.104 -1.883
C -3.724 -2.226 -2.452
C -3.309 -3.483 -2.069
C -2.300 -3.595 -1.105
C -1.779 -4.852 -0.620
N -2.192 -6.032 -1.014
H 1.132 -4.519 2.347
H 1.766 -2.285 3.296
H 0.789 -0.234 2.316
H -3.464 -0.107 -2.133
H -4.495 -2.092 -3.197
H -3.736 -4.385 -2.487
F -2.770 0.384 -4.404
C -2.356 1.635 -4.185
F -2.125 2.225 -5.331
F -3.329 2.270 -3.532
S -0.817 1.654 -3.118
O -1.398 1.350 -1.772
O -0.308 2.953 -3.335
N -0.155 0.333 -3.679
S 0.924 -0.493 -2.881
O 2.324 -0.445 -3.084
O 0.434 -0.801 -1.494
C 0.483 -2.135 -3.662
F 1.195 -3.107 -3.096
F -0.811 -2.394 -3.396
F 0.659 -2.154 -4.961
C 6.523 1.372 2.418
C 5.292 1.572 1.593
C 4.405 0.511 1.372
C 3.233 0.699 0.669
C 2.941 1.968 0.181
C 3.818 3.029 0.346
C 4.999 2.817 1.035
S 1.393 2.271 -0.592
O 1.320 1.591 -1.843
O 1.092 3.660 -0.592
N 0.269 1.466 0.387
C -0.288 2.219 1.380
C 0.298 3.289 2.065
C -0.431 3.976 3.033
C -1.721 3.614 3.353
C -2.353 2.540 2.677
C -3.681 2.138 2.913
C -4.205 1.127 2.146
C -3.423 0.518 1.164
N -2.162 0.860 0.923
C -1.632 1.856 1.679
H 6.283 0.882 3.361
H 7.016 2.317 2.636
H 7.228 0.730 1.888
H 4.656 -0.469 1.755
H 2.545 -0.117 0.484
H 3.570 3.993 -0.077
H 5.695 3.637 1.148
H 1.305 3.598 1.826
H 0.029 4.817 3.532
H -2.272 4.144 4.119
H -4.267 2.633 3.677
H -5.224 0.799 2.285
H -3.851 -0.273 0.564
*
```


Which of them is least stable? Easy: one).